Formula: C15H21Cl5IInO2P2
Source: the OMol25 dataset
Level of theory: ωB97M-V/def2-TZVPD

Computed properties:
total charge	+2
multiplicity	1

CARTESIAN COORDINATES (ANGSTROEM)
C  3.05666  4.54195  -1.97847
C  2.32991  3.29256  -2.29828
H  3.45254  4.97968  -2.90710
H  3.88672  4.32250  -1.29011
H  2.37242  5.25615  -1.49586
O  2.07109  2.66994  -3.27305
I  1.45173  2.30662  -0.16494
In  -0.04228  -0.08160  -0.06389
P  -2.22360  1.22004  -0.87110
C  -3.38884  0.43946  -2.02433
C  -3.24909  1.56155  0.59700
H  -3.99301  2.32779  0.33777
H  -2.88997  3.46998  -1.46414
H  -2.61671  1.92336  1.41792
H  -1.13649  3.37390  -1.06632
H  -3.61404  -0.58149  -1.69424
H  -3.76631  0.64554  0.91250
C  -1.96980  2.87764  -1.58455
H  -4.31512  1.03163  -2.06087
H  -1.72301  2.78335  -2.65067
H  -2.93832  0.40303  -3.02305
P  2.18914  -1.50001  -0.28735
C  2.17856  -3.02219  -1.27400
C  3.68143  -0.62328  -0.85674
H  2.56521  -1.25360  2.09461
H  3.70581  -2.41941  1.34810
H  2.01057  -2.90724  1.68300
C  2.66132  -2.07741  1.37586
H  3.66741  0.40742  -0.47246
H  4.57566  -1.14779  -0.48518
H  3.09257  -3.59642  -1.06230
H  2.14948  -2.75842  -2.33762
H  3.69230  -0.59603  -1.95506
H  1.29486  -3.62140  -1.02517
C  -0.80975  -1.63508  -2.02242
O  -1.11851  -2.21099  -2.96271
Cl  0.10045  1.06359  2.92622
C  -0.72344  -0.47710  2.91629
C  -0.90337  -1.15183  1.72163
C  -1.56737  -2.37503  1.72181
Cl  -1.75837  -3.24656  0.22835
C  -2.07308  -2.91838  2.93428
Cl  -2.91139  -4.41280  2.91493
C  -1.87811  -2.22993  4.15959
Cl  -2.46382  -2.89588  5.61359
C  -1.18716  -0.99695  4.14402
Cl  -0.92483  -0.16087  5.60449

---

Formula: C15H21IrN6O3SSe3Te
Source: the OMol25 dataset
Level of theory: ωB97M-V/def2-TZVPD

Computed properties:
total charge	0
multiplicity	1

CARTESIAN COORDINATES (ANGSTROEM)
Ir  0.19393  0.17994  0.05321
N  3.89291  7.41289  0.84952
C  3.37801  6.30987  0.18970
C  2.01883  6.25176  -0.13985
C  1.49465  5.14109  -0.76899
C  2.31940  4.06192  -1.06233
C  3.66545  4.10070  -0.73658
C  4.19368  5.21774  -0.11448
S  1.66619  2.64845  -1.88962
O  1.06771  3.06561  -3.12253
O  2.70760  1.65241  -1.89858
N  0.53510  2.05297  -0.87446
C  -0.79324  2.38010  -0.86479
N  -1.40640  3.45727  -1.29913
C  -2.73893  3.44950  -1.16318
C  -3.45452  2.40844  -0.60460
C  -2.73470  1.30987  -0.14621
N  -1.42352  1.32039  -0.26410
H  3.36649  8.26635  0.77075
H  4.88709  7.54970  0.78313
H  1.37545  7.09027  0.09891
H  0.44697  5.10991  -1.04199
H  4.29059  3.24750  -0.96610
H  5.24620  5.24817  0.14181
H  -3.25284  4.33076  -1.52938
H  -4.52977  2.44405  -0.52478
H  -3.17669  0.43166  0.30714
Se  -0.47128  -0.95763  -1.92056
Se  -1.76853  -2.83110  -1.31682
Te  -0.26680  -3.61319  0.51622
Se  -0.57491  -1.44074  1.72681
C  5.42441  0.29093  1.41221
N  4.09821  0.70637  0.97382
C  3.42338  1.61350  1.88848
C  3.31134  -0.15658  0.26412
O  2.11704  -0.32432  0.62997
N  3.86590  -0.85025  -0.73870
C  3.08743  -1.87729  -1.41333
C  4.97652  -0.32542  -1.52014
H  5.40418  0.06275  2.48193
H  6.15630  1.08275  1.24066
H  5.74145  -0.60067  0.87968
H  4.09228  2.44880  2.09699
H  3.15731  1.12107  2.82872
H  2.52312  2.01027  1.42552
H  2.40753  -2.35870  -0.71638
H  3.77890  -2.61950  -1.81319
H  2.50449  -1.44638  -2.22857
H  5.34404  0.60009  -1.09176
H  4.62117  -0.10972  -2.52862
H  5.78692  -1.05542  -1.57095

---

Formula: C15H21N5
Source: the OMol25 dataset
Level of theory: ωB97M-V/def2-TZVPD

Computed properties:
total charge	0
energy relative to the best compared isomer or geometry (same formula, charge and spin)	9.9	kcal/mol
multiplicity	1
SMILES	CC(C)CCN(C)c1ccc(/C=N/n2cnnc2)cc1

CARTESIAN COORDINATES (ANGSTROEM)
C  3.24364  -3.80703  -0.24758
H  3.22054  -4.08665  0.80286
H  2.95356  -4.67358  -0.83819
H  4.26600  -3.54087  -0.50715
C  2.29115  -2.64045  -0.51086
C  0.88281  -3.01891  -0.05916
H  0.51358  -3.85986  -0.64311
H  0.89251  -3.31120  0.98850
H  0.19255  -2.18886  -0.16944
C  2.33839  -2.26787  -1.99811
H  1.78653  -3.01956  -2.56633
H  3.37816  -2.30535  -2.33165
C  1.81624  -0.86729  -2.35097
N  0.38472  -0.70662  -2.22754
C  -0.20803  0.10794  -1.30750
C  0.47365  0.57486  -0.16558
C  -0.14467  1.37204  0.76196
C  -1.48434  1.75370  0.61504
C  -2.17122  1.28902  -0.51041
C  -1.55664  0.49001  -1.44345
H  -2.12953  0.17002  -2.29763
H  -3.20611  1.56702  -0.65441
C  -2.14380  2.58783  1.57800
N  -1.52374  3.02455  2.60686
N  -2.14480  3.80605  3.51629
C  -3.43674  4.23659  3.66927
N  -3.53734  4.97565  4.72973
N  -2.32155  5.05741  5.30309
C  -1.49733  4.36148  4.58575
H  -0.45341  4.22344  4.77169
H  -4.24970  3.99412  3.01784
H  -3.19301  2.82254  1.37389
H  0.39259  1.71466  1.63192
H  1.49839  0.29179  0.01007
C  -0.39288  -1.27071  -3.30565
H  -0.71346  -0.50599  -4.02222
H  0.21424  -2.00028  -3.83589
H  -1.27409  -1.78309  -2.91657
H  2.08594  -0.65903  -3.39502
H  2.32426  -0.12421  -1.73745
H  2.63294  -1.78331  0.07910

---

Formula: C15H21N5O2S
Source: the OMol25 dataset
Level of theory: ωB97M-V/def2-TZVPD

Computed properties:
total charge	0
energy relative to the best compared isomer or geometry (same formula, charge and spin)	14.2	kcal/mol
multiplicity	1
SMILES	CCN(CC)C(=O)CSc1nnc(COc2ccccc2)n1N

CARTESIAN COORDINATES (ANGSTROEM)
C  0.83772  3.40075  2.10805
H  0.39331  3.85304  2.99015
H  1.64672  4.03915  1.75919
C  1.34846  2.00337  2.44305
N  1.96166  1.36690  1.28692
C  1.18816  0.57041  0.53087
O  0.00103  0.39992  0.78974
C  1.81008  -0.17286  -0.63145
H  1.11214  -0.19232  -1.46734
H  2.77248  0.20331  -0.95911
S  2.07063  -1.93019  -0.11305
C  0.68057  -2.63160  -0.90195
N  0.65553  -3.13152  -2.10981
N  -0.59860  -3.47260  -2.38419
C  -1.34413  -3.18033  -1.34333
N  -0.57428  -2.64608  -0.35989
N  -0.93288  -2.26771  0.91849
H  -1.94616  -2.28508  0.99952
H  -0.60306  -1.31164  1.09425
C  -2.82838  -3.28779  -1.26599
H  -3.21843  -3.45004  -2.27735
O  -3.40153  -2.14910  -0.64977
C  -3.03800  -0.90526  -1.11973
C  -2.44562  -0.67074  -2.35347
C  -2.07958  0.62059  -2.69709
C  -2.30413  1.67545  -1.83222
C  -2.91598  1.44017  -0.61191
C  -3.28003  0.15878  -0.25389
H  -3.74621  -0.04343  0.69806
H  -3.09882  2.25565  0.07127
H  -2.00455  2.67566  -2.10726
H  -1.60904  0.79306  -3.65410
H  -2.25548  -1.47575  -3.04582
H  -3.13124  -4.13062  -0.63512
C  3.37449  1.61858  1.08293
C  4.24449  0.50243  1.65741
H  4.06340  0.39312  2.72374
H  5.29444  0.73693  1.50518
H  4.02423  -0.44721  1.17684
H  3.61087  2.56098  1.58243
H  3.58543  1.75584  0.01998
H  0.51142  1.37772  2.75964
H  2.08659  2.04307  3.24691
H  0.08226  3.33700  1.32922

---

no.,Kohn-Sham gap (hartree)
1,0.25375
2,0.23297
3,0.29030
4,0.34437